Entry 1:
A molecular structure, C23H33AsFIN4O4Si2Zn, computed with ωB97M-V with the def2-TZVPD basis set.

Output
Net charge: 0
LUMO in eV: 0.113
Kohn-Sham gap in Eh: 0.283
DFT total energy in a.u.: -6408.08161

Structure (XYZ):
```
70
Properties=species:S:1:pos:R:3:forces:R:3
Zn 0.172157 -0.381069 0.199288 -0.04 -0.09 -0.01
C 1.017013 2.429819 2.634703 -0.03 0.04 0.00
Si 1.498709 0.733783 3.276405 -0.01 0.03 0.02
C 3.269900 0.397225 2.752307 -0.01 0.03 -0.01
C 1.448254 0.781336 5.152830 0.00 -0.02 0.03
As 0.228282 -1.074538 2.492649 0.01 -0.01 -0.03
Si -1.922715 -0.496949 3.198650 -0.02 0.02 0.01
C -3.114400 -1.691264 2.363783 0.01 -0.01 -0.04
C -2.494706 1.275320 2.879231 0.03 0.00 -0.01
C -2.085946 -0.793959 5.046219 0.00 0.03 0.00
H 1.681553 3.190992 3.054407 0.00 0.00 0.03
H -0.008347 2.691117 2.901534 0.00 0.00 0.00
H 1.119613 2.461534 1.550164 0.00 0.01 0.01
H 3.944061 1.138548 3.190173 0.00 0.00 -0.01
H 3.358405 0.463122 1.666143 0.01 -0.03 -0.01
H 3.594404 -0.594090 3.072744 0.00 -0.01 -0.02
H 2.166741 1.517863 5.523634 0.00 0.00 0.01
H 1.708237 -0.191181 5.575238 -0.01 0.00 0.01
H 0.462606 1.059022 5.530613 0.00 0.01 -0.02
H -2.999773 -1.713549 1.279144 -0.02 0.00 0.01
H -4.150988 -1.432452 2.596793 0.00 0.00 0.00
H -2.931073 -2.707146 2.720847 0.00 0.00 0.01
H -2.118285 1.681530 1.939567 -0.02 -0.01 0.02
H -2.149079 1.930807 3.682418 0.01 0.00 -0.01
H -3.587528 1.323053 2.860022 0.00 -0.01 0.02
H -1.774463 -1.805747 5.311235 0.00 0.00 -0.01
H -3.127002 -0.664987 5.356326 0.00 0.00 0.01
H -1.476867 -0.094864 5.621362 0.00 -0.02 0.00
C -4.577287 3.709303 -0.853823 0.01 -0.01 0.01
C -3.428807 2.750372 -0.755648 -0.02 0.01 -0.01
C -2.113387 3.189602 -0.687911 0.01 0.00 -0.01
C -1.085443 2.273376 -0.556200 -0.01 0.01 0.00
N -1.306172 0.956854 -0.491435 0.02 0.02 -0.01
C -2.569687 0.522897 -0.574321 0.00 -0.02 0.00
C -3.643595 1.375264 -0.706908 -0.01 0.00 0.00
H -4.242981 4.702001 -1.149159 0.00 0.00 0.00
H -5.072586 3.793419 0.115541 0.00 0.01 0.00
H -5.318668 3.359656 -1.571882 0.00 0.00 0.00
H -1.879735 4.245039 -0.734405 0.00 0.00 0.01
H -0.050161 2.579324 -0.500617 0.01 0.01 0.02
H -2.703316 -0.550394 -0.534399 0.00 0.02 -0.01
H -4.644869 0.967895 -0.762182 0.00 0.00 0.00
F 4.316416 -3.932715 -3.151399 0.01 -0.02 0.01
C 3.887326 -2.711165 -3.482853 0.00 0.00 -0.02
C 4.004026 -1.682400 -2.641127 0.00 0.01 0.01
N 3.574943 -0.413645 -2.965031 0.00 0.01 -0.04
C 3.489413 0.603015 -1.928219 0.01 -0.04 0.03
C 2.252294 0.413322 -1.062485 -0.03 0.02 -0.01
O 1.798626 1.363860 -0.407931 0.06 0.02 -0.04
O 1.746812 -0.749184 -1.045074 -0.01 0.02 -0.01
C 2.880847 -0.177040 -4.134411 0.03 0.00 0.01
O 2.329945 0.874011 -4.385382 0.00 0.00 -0.01
N 2.872301 -1.240158 -5.018380 0.00 -0.01 0.02
C 3.261088 -2.556885 -4.786372 0.01 0.02 0.01
O 3.063782 -3.430206 -5.600447 -0.01 -0.01 -0.01
H 4.434423 -1.806989 -1.657909 0.00 -0.01 0.00
H 3.467471 1.584500 -2.389649 0.00 0.00 0.00
H 4.371303 0.530775 -1.290229 0.01 0.03 -0.01
H 2.396612 -1.065966 -5.891663 0.00 0.01 -0.01
I -0.661541 -4.171095 0.162991 0.01 -0.02 -0.04
C -0.455926 -3.138714 -1.642113 -0.02 0.01 0.05
C -0.061748 -3.834693 -2.778228 -0.01 0.01 0.00
C 0.039208 -3.134612 -3.966382 0.00 -0.03 -0.02
C -0.261080 -1.779353 -3.975308 0.00 0.02 0.00
C -0.619236 -1.177507 -2.786746 0.01 -0.05 0.01
N -0.717215 -1.841107 -1.627394 0.02 0.01 0.04
H 0.158291 -4.890383 -2.724312 0.00 0.00 0.01
H 0.358179 -3.640854 -4.868844 0.00 0.00 0.00
H -0.200987 -1.188670 -4.878631 0.00 0.00 0.00
H -0.817643 -0.114030 -2.741555 0.00 0.01 -0.01
```
Positions in Å, forces in eV/Å.


Entry 2:
C4H6N2OS in the gas phase, computed with ωB97M-V with the def2-TZVPD basis set.

Output
Net charge: 0
LUMO in eV: 0.220
Kohn-Sham gap in Eh: 0.327
Energy relative to the best compared isomer or geometry (same formula, charge and spin) in eV: 4.9608
DFT total energy in a.u.: -738.82237

Structure (XYZ):
```
14
Properties=species:S:1:pos:R:3:forces:R:3
C 2.577114 0.551087 -0.063124 0.12 3.26 1.21
C 0.074272 0.139001 -0.293966 3.96 2.00 1.67
C -1.190484 -0.203938 -0.209568 -0.26 -1.81 0.16
C -1.975549 -1.433208 0.011764 -0.81 -0.08 0.51
H 2.224476 1.007730 -1.052986 1.56 0.21 1.74
H 3.527747 0.118812 -0.029242 1.75 -0.43 -0.76
H 2.585553 1.181275 0.957202 -0.38 -0.62 -2.76
H -1.927934 -1.725652 1.088694 0.12 0.26 -0.66
H -2.978180 -0.910217 -0.111414 0.54 -2.05 -0.24
H -1.684364 -2.333218 -0.563362 -0.65 0.73 -0.07
N -1.121686 1.942485 0.159608 -0.81 -1.85 -0.58
N -1.880830 0.882551 0.049399 0.65 5.81 0.65
O 0.253741 1.537078 -0.046905 -3.62 -2.82 -0.63
S 1.516120 -0.753788 0.103902 -2.16 -2.61 -0.23
```
Positions in Å, forces in eV/Å.


Entry 3:
C7H10O4S in the gas phase, computed with ωB97M-V with the def2-TZVPD basis set.

Output
Net charge: 0
LUMO in eV: -0.155
Kohn-Sham gap in Eh: 0.325
Energy relative to the best compared isomer or geometry (same formula, charge and spin) in eV: 0.0000
DFT total energy in a.u.: -971.85902

Structure (XYZ):
```
22
Properties=species:S:1:pos:R:3:forces:R:3
O -0.024685 1.225558 -3.880358 1.90 -0.13 0.60
O 0.447658 -2.320248 1.347194 -1.73 0.70 0.36
O 1.979662 1.061710 -2.816658 -0.71 0.68 0.48
O -1.600601 -1.517839 2.034929 0.56 -0.09 -0.68
S 1.859455 1.852082 0.168581 -0.54 -0.45 -0.19
C 0.729469 1.519983 -2.945529 -2.25 -0.68 -1.52
C -0.310820 -1.389148 1.593877 1.37 -1.09 -0.02
C 0.421758 2.561038 -0.617949 0.55 -0.69 -2.96
C 0.086162 2.354934 -1.950577 0.85 1.71 4.15
C -2.153189 -2.870429 1.995482 0.61 -0.13 -0.82
C 1.213299 0.139728 0.277686 0.35 -0.31 0.10
C 0.240240 0.034215 1.434352 -1.33 -0.21 0.42
H 2.060277 0.502898 -3.584127 0.46 -0.65 -0.77
H -0.126130 3.245262 -0.005190 -0.48 0.29 0.06
H -0.776134 2.897703 -2.321064 0.01 -0.30 -0.08
H -1.590682 -3.493227 2.681261 0.07 -0.16 0.02
H -2.064319 -3.289069 0.961870 0.02 0.40 0.86
H -3.207759 -2.875228 2.283928 0.32 0.59 0.00
H 2.049581 -0.565467 0.355050 -0.10 0.35 0.25
H 0.698761 -0.140004 -0.638522 0.07 0.23 -0.18
H -0.608013 0.690915 1.246309 -0.06 0.18 0.03
H 0.676010 0.374632 2.379457 0.05 -0.24 -0.11
```
Positions in Å, forces in eV/Å.


Entry 4:
A molecular structure, C7H7NO4, computed with ωB97M-V with the def2-TZVPD basis set.

Output
Net charge: 0
LUMO in eV: 0.279
Kohn-Sham gap in Eh: 0.330
Energy relative to the best compared isomer or geometry (same formula, charge and spin) in eV: 3.0375
DFT total energy in a.u.: -626.51248

Structure (XYZ):
```
19
Properties=species:S:1:pos:R:3:forces:R:3
C 1.489569 -0.737897 0.728029 0.18 1.29 -2.53
C 0.356178 -0.290389 -0.126269 -1.84 -2.09 1.74
C 0.286328 0.529965 -1.225785 0.39 0.42 -1.63
C -0.988050 1.098170 -1.475881 1.03 -0.88 0.03
C -2.158319 0.869758 -0.623252 4.05 -0.12 -2.81
C -2.070133 -0.180081 0.234314 1.90 -1.34 0.87
C -0.790270 -0.783306 0.473517 -1.47 0.65 1.57
H 3.018499 -0.416022 2.568742 1.81 0.72 -5.32
H 2.439240 0.946025 0.035828 0.39 0.02 0.64
H 1.168554 0.507854 -1.996948 -1.93 0.74 1.56
H -1.773514 1.756705 -3.194533 0.64 0.04 0.93
H -2.988897 1.344815 -0.985901 -2.40 0.99 -0.15
H -3.051595 -1.302005 1.504443 0.65 -0.42 0.23
H -0.626133 -1.457843 1.381361 -0.60 0.95 -1.56
N 2.599758 0.003719 0.383972 1.04 -2.39 3.42
O 3.592866 -0.245393 1.413225 -1.98 0.71 2.89
O 1.383162 -1.556214 1.607897 1.04 0.00 0.41
O -0.957820 1.832248 -2.648631 -1.44 0.10 -0.08
O -3.160246 -0.586002 0.888904 -1.46 0.61 -0.20
```
Positions in Å, forces in eV/Å.


Entry 5:
2 unconnected molecules or ions with the total composition C8H19INOP, computed with ωB97M-V with the def2-TZVPD basis set.

Output
Net charge: 0
LUMO in eV: 0.274
Kohn-Sham gap in Eh: 0.319
Energy relative to the best compared isomer or geometry (same formula, charge and spin) in eV: 0.4774
DFT total energy in a.u.: -1085.14747

Structure (XYZ):
```
31
Properties=species:S:1:pos:R:3:forces:R:3
C 1.803924 1.856755 -4.708389 -0.04 -0.21 0.08
C 0.439450 -1.036832 3.741147 0.10 -0.02 0.04
C -3.110245 -1.933840 3.284774 0.16 -0.18 -0.13
C 1.297857 0.814715 -3.717949 -0.03 0.29 0.05
C 0.500096 1.462309 -2.589348 0.06 -0.57 0.10
C 0.029711 0.457017 -1.544812 -0.28 0.32 -0.04
C 0.760650 -0.566188 0.450237 0.36 -0.54 -0.04
C -0.700345 -0.564168 2.911596 1.51 1.44 -3.08
N 0.041166 0.349872 1.277909 -1.98 -1.02 3.09
O 1.132732 0.065226 -0.735999 0.23 0.01 -0.39
P -1.721557 -1.824704 2.055064 -0.31 -0.12 0.41
I 1.171021 1.923373 1.891926 0.17 0.06 0.12
H 2.500296 2.538275 -4.222406 0.05 0.09 -0.01
H 2.315277 1.379814 -5.541181 0.08 0.04 -0.12
H 0.974508 2.442974 -5.104431 -0.01 0.06 -0.06
H 0.051468 -1.437892 4.681895 0.02 -0.03 0.05
H 1.119796 -0.218200 3.985906 -0.03 -0.03 0.01
H 0.990388 -1.831027 3.235202 0.00 0.00 0.06
H -2.787936 -2.507539 4.155971 -0.08 0.05 -0.03
H -3.928952 -2.473436 2.803588 0.02 0.02 0.11
H -3.462933 -0.951109 3.591309 -0.02 0.00 0.06
H 0.661946 0.093389 -4.239500 0.03 -0.06 0.05
H 2.141469 0.270713 -3.289403 -0.02 -0.09 -0.02
H 1.118667 2.206902 -2.085024 -0.06 0.11 0.04
H -0.375110 1.968742 -3.004040 -0.01 0.05 0.02
H -0.740398 0.911716 -0.910483 0.09 -0.09 -0.09
H -0.398076 -0.437074 -2.023435 0.00 0.07 0.01
H 0.075326 -1.413222 0.255824 0.18 0.15 0.00
H 1.694946 -0.955956 0.879078 -0.08 0.02 -0.01
H -1.231048 0.303962 3.285253 -0.02 0.05 0.02
H -2.364090 -0.894563 1.229721 -0.09 0.15 -0.28
```
Positions in Å, forces in eV/Å.


Entry 6:
A molecular structure, C26H25ClIN6O2SSc, computed with ωB97M-V with the def2-TZVPD basis set.

Output
Net charge: +2
LUMO in eV: -6.173
Kohn-Sham gap in Eh: 0.242
DFT total energy in a.u.: -3401.26983

Structure (XYZ):
```
63
Properties=species:S:1:pos:R:3:forces:R:3
Sc -1.336111 -1.977179 -0.029927 0.19 -0.06 0.14
Cl 3.191147 -2.569657 5.089490 0.06 -0.02 0.09
C 2.417975 -2.506603 3.559368 -0.75 0.12 0.20
C 3.153285 -2.372640 2.425551 0.01 0.16 -0.61
C 2.497277 -2.329822 1.159081 0.59 -0.10 -0.20
I 3.514358 -2.147583 -0.636910 0.33 0.05 0.10
C 1.151756 -2.449702 1.059242 -0.80 -0.21 -0.42
O 0.437447 -2.529127 -0.106867 0.63 0.05 0.16
C 0.379783 -2.517581 2.232056 -0.55 0.01 0.80
N -0.994267 -2.532453 2.084765 -0.05 0.24 0.06
C -1.760048 -2.656779 3.169285 0.30 -0.06 -0.34
C -1.235735 -2.796093 4.450808 0.10 0.06 -0.03
C 0.125462 -2.740234 4.626760 0.27 0.20 -0.35
C 0.975975 -2.559195 3.502051 0.42 -0.38 0.44
H 4.237787 -2.293092 2.475703 -0.27 -0.07 -0.02
H -2.830463 -2.664524 3.020572 -0.10 0.01 -0.08
H -1.910819 -2.927188 5.281176 0.00 -0.02 0.08
H 0.547381 -2.822731 5.621529 0.07 -0.01 -0.11
C -3.511670 -0.970190 -3.403757 0.45 0.01 0.07
N -3.561693 -2.413641 -3.580032 -0.02 0.67 0.06
C -3.808820 -3.009785 -4.907705 0.37 0.00 0.27
C -3.855287 -4.516287 -4.600332 0.02 -0.24 -0.52
N -3.615705 -4.541973 -3.167913 0.05 -0.48 0.53
C -3.491659 -3.337219 -2.645616 0.20 0.04 0.46
S -3.348584 -3.103099 -0.914129 -0.38 -0.23 -0.60
H -2.798548 -0.531063 -4.114293 -0.18 -0.18 0.13
H -3.186318 -0.727302 -2.388373 -0.10 -0.13 -0.21
H -4.484693 -0.523893 -3.564241 -0.26 0.04 -0.09
H -2.984871 -2.737826 -5.564975 -0.07 -0.01 -0.12
H -4.738717 -2.626780 -5.305496 -0.19 0.07 -0.15
H -3.087715 -5.086647 -5.135492 -0.14 0.18 0.13
H -4.825037 -4.954272 -4.825362 -0.03 0.00 -0.04
H -3.605759 -5.380970 -2.607538 -0.01 0.10 -0.04
C 3.866913 3.133512 3.664637 0.44 0.06 0.05
C 3.266919 3.515976 2.336903 0.00 0.05 -0.07
C 2.737040 4.784131 2.103910 0.17 -0.16 0.50
C 2.171832 5.125604 0.896776 -0.17 0.16 -0.32
C 2.185901 4.236671 -0.169902 0.02 -0.08 0.12
N 1.639727 4.687628 -1.406649 0.00 -0.73 -0.07
C 1.251231 3.983330 -2.514296 -0.04 0.28 -0.36
O 1.127043 4.476590 -3.611995 0.15 0.05 0.32
N 0.981120 2.592744 -2.388337 -0.55 -0.17 0.91
C 0.100267 2.026392 -1.460675 0.51 0.48 -0.31
C -0.527973 2.761042 -0.448996 -0.10 -0.03 0.20
C -1.388579 2.122665 0.430650 0.13 0.29 -0.06
C -1.610095 0.768744 0.278746 -0.05 0.13 -0.09
N -0.999817 0.057356 -0.679045 0.15 0.20 -0.11
C -0.144011 0.660692 -1.523985 -0.28 -0.22 0.42
C 2.756728 2.984005 0.026725 -0.04 0.01 -0.10
C 3.250693 2.620918 1.268848 0.13 -0.03 0.24
H 3.968077 3.991526 4.337893 -0.11 -0.12 -0.20
H 4.879253 2.717096 3.528994 -0.39 0.08 0.03
H 3.262145 2.382631 4.176055 0.00 -0.02 -0.03
H 2.772566 5.530659 2.886730 -0.06 -0.03 0.08
H 1.733337 6.106729 0.776965 0.00 0.10 -0.07
H 1.776961 5.658996 -1.614954 0.01 0.33 -0.12
H 0.882729 2.216427 -3.313084 0.12 -0.15 -0.38
H -0.336388 3.825344 -0.356101 -0.11 -0.18 0.00
H -1.876541 2.694371 1.209537 -0.03 -0.14 -0.02
H -2.311304 0.235764 0.924689 -0.01 0.07 0.06
H 0.382366 0.030953 -2.225560 0.00 -0.07 -0.10
H 2.865209 2.298059 -0.790597 -0.05 -0.20 -0.26
H 3.679518 1.626551 1.397656 -0.04 0.20 -0.07
```
Positions in Å, forces in eV/Å.


Per-record molecular weight, g mol⁻¹: 771.93; 130.17; 190.22; 169.14; 303.12; 692.91